This record from the Open Molecules 2025 dataset describes 2 unconnected molecules or ions with the total composition C4H9NO at a distorted geometry. The level of theory is the ωB97M-V functional and the def2-TZVPD basis.

- Highest occupied orbital energy: -8.310 eV
- Charge: 0
- Energy relative to the best compared isomer or geometry (same formula, charge and spin): 317.4 kJ/mol
- LUMO level: 0.84 eV
- SMILES: C=CN.C=CO

Each line ends with the Löwdin charge.
Element x y z (Å)
1 C 1.398 1.926 0.279  -0.0209
2 C 1.388 1.192 1.394  -0.3052
3 N 0.596 0.082 1.596  0.0438
4 H 0.465 1.929 -0.251  0.0366
5 H 2.217 2.580 0.043  0.0409
6 H 2.150 1.435 2.133  0.0930
7 H 0.430 -0.688 0.982  0.0465
8 H 0.198 -0.007 2.511  0.0806
9 C -1.977 -0.242 -1.578  0.0303
10 C -0.821 -0.728 -1.162  -0.2978
11 O -0.648 -1.946 -0.559  -0.0330
12 H -2.034 0.711 -2.077  0.0540
13 H -2.912 -0.773 -1.422  0.0637
14 H -0.052 -0.010 -0.894  0.0641
15 H 0.129 -2.416 -0.873  0.1035

This record from the Open Molecules 2025 dataset describes a molecular structure, C4H9NO at a distorted geometry. The level of theory is the ωB97M-V functional and the def2-TZVPD basis.

- Highest occupied orbital energy: -8.962 eV
- Charge: 0
- Energy relative to the best compared isomer or geometry (same formula, charge and spin): 314.2 kJ/mol
- LUMO level: 0.55 eV

Each line ends with the Löwdin charge.
Element x y z (Å)
1 C -0.611 -1.256 0.603  -0.0238
2 C -0.299 0.136 0.173  -0.2030
3 C -1.398 1.130 0.241  -0.0367
4 C 0.950 0.456 -0.503  -0.7059
5 O 1.239 1.179 0.533  0.0135
6 N 1.748 -0.596 -0.934  0.0766
7 H -1.268 -1.265 1.474  0.0841
8 H 0.291 -1.831 0.825  0.0844
9 H -1.132 -1.788 -0.197  0.1061
10 H 0.712 1.042 -1.410  0.1465
11 H -1.104 2.094 -0.180  0.0919
12 H -2.297 0.761 -0.259  0.0956
13 H -1.666 1.289 1.291  0.0958
14 H 2.560 -0.344 -1.501  0.0865
15 H 2.273 -1.009 -0.155  0.0883

This record from the Open Molecules 2025 dataset describes C4H9NO in the gas phase at a distorted geometry. The level of theory is the ωB97M-V functional and the def2-TZVPD basis.

- Highest occupied orbital energy: -9.720 eV
- Charge: 0
- Energy relative to the best compared isomer or geometry (same formula, charge and spin): 126.1 kJ/mol
- LUMO level: 0.89 eV
- SMILES: CCNC(C)=O

Each line ends with the Löwdin charge.
Element x y z (Å)
1 C -2.133 0.504 0.144  -0.0950
2 C -1.275 -0.456 -0.682  -0.2126
3 N 0.178 -0.212 -0.529  0.0366
4 C 0.975 -0.590 0.490  -0.5401
5 C 2.387 0.187 0.274  -0.0182
6 O 0.769 -1.326 1.428  0.0561
7 H -3.206 0.329 -0.007  0.0732
8 H -1.916 1.538 -0.140  0.0702
9 H -1.918 0.383 1.210  0.0738
10 H -1.491 -1.492 -0.377  0.1194
11 H -1.548 -0.391 -1.742  0.1089
12 H 0.886 0.441 -0.884  0.1072
13 H 2.656 0.849 -0.594  0.0822
14 H 3.140 -0.593 0.263  0.0672
15 H 2.494 0.831 1.146  0.0712

This record from the Open Molecules 2025 dataset describes C4H9NO in the gas phase. The level of theory is the ωB97M-V functional and the def2-TZVPD basis.

- Highest occupied orbital energy: -9.514 eV
- Charge: 0
- Energy relative to the best compared isomer or geometry (same formula, charge and spin): 194.3 kJ/mol
- LUMO level: 1.03 eV
- SMILES: C[C@@H](O)[C@H]1CN1

Each line ends with the Löwdin charge.
Element x y z (Å)
1 C 0.511 -0.771 -1.538  -0.0538
2 C -0.298 -0.816 -0.252  -0.4170
3 O 0.405 -1.531 0.750  -0.0327
4 C -0.608 0.599 0.205  -0.2981
5 C -0.440 1.023 1.607  -0.1361
6 N 0.532 1.427 0.587  0.0287
7 H 0.868 -1.773 -1.806  0.0819
8 H -0.080 -0.377 -2.371  0.0837
9 H 1.372 -0.113 -1.376  0.0832
10 H -1.260 -1.326 -0.415  0.1398
11 H 1.207 -1.878 0.345  0.0871
12 H -1.399 1.077 -0.376  0.1414
13 H -0.057 0.297 2.316  0.0986
14 H -1.124 1.769 2.010  0.1020
15 H 0.372 2.392 0.313  0.0914

This record from the Open Molecules 2025 dataset describes C4H9NO in the gas phase. The level of theory is the ωB97M-V functional and the def2-TZVPD basis.

- Highest occupied orbital energy: -9.295 eV
- Charge: 0
- Energy relative to the best compared isomer or geometry (same formula, charge and spin): 119.7 kJ/mol
- LUMO level: 1.02 eV
- SMILES: C[C@@H](N)CC=O

Each line ends with the Löwdin charge.
Element x y z (Å)
1 C -0.824 -0.740 -1.361  -0.0595
2 C 0.015 -0.451 -0.096  -0.4544
3 N 1.460 -0.468 -0.302  0.0259
4 C -0.362 0.909 0.509  -0.1445
5 C 0.175 1.010 1.913  -0.2748
6 O -0.534 1.123 2.877  0.0516
7 H -1.345 0.145 -1.711  0.0664
8 H -1.579 -1.510 -1.173  0.0743
9 H -0.202 -1.106 -2.177  0.0683
10 H -0.204 -1.222 0.652  0.1381
11 H 1.817 -1.400 -0.455  0.0729
12 H 1.710 0.112 -1.094  0.0762
13 H -1.445 1.019 0.570  0.1196
14 H 0.047 1.672 -0.154  0.1218
15 H 1.270 0.907 2.003  0.1180

This record from the Open Molecules 2025 dataset describes C4H9NO in the gas phase at a distorted geometry. The level of theory is the ωB97M-V functional and the def2-TZVPD basis.

- Highest occupied orbital energy: -8.978 eV
- Charge: 0
- Energy relative to the best compared isomer or geometry (same formula, charge and spin): 308.9 kJ/mol
- LUMO level: 0.77 eV
- SMILES: CCC(=O)NC

Each line ends with the Löwdin charge.
Element x y z (Å)
1 C 2.340 -0.322 0.188  -0.1052
2 C 1.099 0.444 -0.232  -0.1848
3 C -0.159 -0.078 0.426  -0.5311
4 O -0.189 -0.980 1.243  0.0667
5 N -1.289 0.505 -0.061  -0.0603
6 C -2.679 -0.251 -0.132  -0.0222
7 H 2.250 -1.381 -0.072  0.0802
8 H 3.222 0.087 -0.311  0.0712
9 H 2.485 -0.262 1.269  0.0787
10 H 1.192 1.515 -0.016  0.1179
11 H 0.936 0.364 -1.316  0.1172
12 H -1.256 1.348 -0.611  0.1250
13 H -2.958 -0.269 -1.213  0.0711
14 H -2.475 -1.293 0.144  0.0551
15 H -2.519 0.573 0.693  0.1207

This record from the Open Molecules 2025 dataset describes C4H9NO in the gas phase at a distorted geometry. The level of theory is the ωB97M-V functional and the def2-TZVPD basis.

- Highest occupied orbital energy: -9.697 eV
- Charge: 0
- Energy relative to the best compared isomer or geometry (same formula, charge and spin): 76.0 kJ/mol
- LUMO level: 0.90 eV
- SMILES: CC(C)NC=O

Each line ends with the Löwdin charge.
Element x y z (Å)
1 C 1.165 0.740 -0.467  -0.0854
2 C -0.102 0.366 0.238  -0.4311
3 C 0.235 -0.052 1.713  -0.0541
4 N -0.889 -0.715 -0.318  0.0384
5 C -1.141 -0.896 -1.644  -0.3481
6 O -0.702 -0.215 -2.550  0.0199
7 H 1.794 -0.132 -0.676  0.0931
8 H 1.811 1.340 0.181  0.0749
9 H 1.048 1.375 -1.343  0.0764
10 H -0.691 1.295 0.292  0.1420
11 H 0.849 0.756 2.101  0.0714
12 H -0.675 0.000 2.315  0.0703
13 H 0.636 -1.057 1.680  0.0801
14 H -1.574 -1.029 0.346  0.1261
15 H -1.765 -1.776 -1.867  0.1259

This record from the Open Molecules 2025 dataset describes C4H9NO in the gas phase at a distorted geometry. The level of theory is the ωB97M-V functional and the def2-TZVPD basis.

- Highest occupied orbital energy: -8.982 eV
- Charge: 0
- Energy relative to the best compared isomer or geometry (same formula, charge and spin): 165.6 kJ/mol
- LUMO level: 0.98 eV
- SMILES: CCNCC=O

Each line ends with the Löwdin charge.
Element x y z (Å)
1 C 0.997 0.703 1.614  -0.0995
2 C 1.312 0.201 0.209  -0.2823
3 N 0.188 0.256 -0.730  -0.0870
4 C -0.874 -0.706 -0.465  -0.2011
5 C -1.784 -0.686 -1.709  -0.2607
6 O -1.840 -1.527 -2.555  0.0698
7 H 1.919 0.702 2.189  0.0682
8 H 0.604 1.716 1.630  0.0689
9 H 0.295 0.051 2.111  0.0602
10 H 2.124 0.756 -0.241  0.1036
11 H 1.596 -0.845 0.311  0.1073
12 H -0.141 1.213 -0.743  0.1060
13 H -1.538 -0.401 0.355  0.1090
14 H -0.472 -1.690 -0.287  0.1168
15 H -2.386 0.257 -1.689  0.1208